Density functional theory data (ωB97M-V/def2-TZVPD) for a structure of composition C26H39ClIrN12OS4.

Output
Energy above the lowest of the compared OMol25 structures with the same formula, charge and spin: 0.00 kcal per mole
HOMO level (alpha / beta): -12.055 / -13.799 eV
<S²>: 8.792
2S+1: 6
Frontier orbital gap (alpha / beta): 7.11 / 5.34 eV
Net charge: +2

Geometry (Å):
Ir -1.625 0.040 2.311
C -0.228 2.164 4.573
C 0.936 1.195 4.454
S 0.546 -0.443 3.776
C -0.004 -1.407 5.205
C -1.299 -0.960 5.861
S -2.660 -0.878 4.662
C -3.621 0.483 5.363
C -4.697 0.895 4.371
S -4.124 1.134 2.665
C -3.705 2.890 2.606
C -2.523 3.315 3.461
S -0.996 2.470 2.956
H 0.135 3.117 4.961
H -0.999 1.785 5.239
H 1.402 1.049 5.429
H 1.699 1.592 3.784
H 0.804 -1.417 5.937
H -0.111 -2.412 4.796
H -1.199 0.015 6.337
H -1.574 -1.683 6.629
H -2.954 1.308 5.610
H -4.089 0.133 6.284
H -5.191 1.812 4.693
H -5.459 0.119 4.294
H -4.592 3.456 2.890
H -3.512 3.074 1.548
H -2.693 3.111 4.517
H -2.356 4.384 3.345
N -3.182 -2.230 -0.172
C -3.071 -0.906 -0.511
N -3.367 -0.449 -1.724
N -3.106 0.846 -1.649
N -2.676 1.157 -0.436
N -2.644 0.060 0.304
C -2.690 -2.798 0.936
N -2.859 -4.103 1.225
N -2.205 -4.269 2.341
N -1.643 -3.106 2.725
N -1.932 -2.168 1.860
H -3.673 -2.838 -0.822
C 4.557 -2.630 -3.377
C 4.154 -1.171 -3.631
C 5.210 -0.245 -2.992
C 4.158 -0.939 -5.154
C 2.735 -0.871 -3.032
O 2.378 0.496 -3.212
C 1.627 -1.699 -3.702
C 0.244 -1.148 -3.330
C 0.065 0.249 -3.797
C -0.259 1.295 -2.878
C -0.512 2.554 -3.315
C -0.447 2.819 -4.704
Cl -0.760 4.367 -5.262
C -0.132 1.796 -5.646
C 0.116 0.543 -5.195
C 2.778 -1.149 -1.507
N 1.862 -0.386 -0.657
C 0.793 -0.839 0.006
N 0.257 0.134 0.715
C 1.079 1.194 0.455
N 2.066 0.917 -0.367
H 5.549 -2.801 -3.795
H 3.877 -3.337 -3.856
H 4.614 -2.865 -2.312
H 6.102 -0.225 -3.618
H 5.529 -0.600 -2.012
H 4.860 0.782 -2.877
H 5.188 -0.919 -5.508
H 3.707 0.010 -5.464
H 3.655 -1.741 -5.695
H 2.894 0.868 -3.936
H 1.693 -2.751 -3.422
H 1.746 -1.651 -4.784
H 0.054 -1.208 -2.259
H -0.514 -1.768 -3.825
H -0.312 1.077 -1.819
H -0.772 3.344 -2.625
H -0.114 2.030 -6.702
H 0.331 -0.247 -5.904
H 3.774 -0.950 -1.131
H 2.543 -2.197 -1.330
H 0.435 -1.858 -0.037
H 0.930 2.184 0.859

---

Density functional theory data (ωB97M-V/def2-TZVPD) for the molecule C6H7N.

Output
Energy above the lowest of the compared OMol25 structures with the same formula, charge and spin: 123.74 kcal per mole
HOMO level: -9.012 eV
2S+1: 1
Frontier orbital gap: 10.15 eV
SMILES: C1[C@@H]2[C@H]3[C@@H]2N2[C@H]3[C@H]12

Geometry (Å):
C -0.324 1.003 -0.865
C 0.368 1.044 0.480
C 1.024 -0.300 0.808
C -0.276 0.096 1.404
N -1.021 -1.063 0.263
C -0.573 -0.483 -0.980
C 0.375 -1.268 -0.146
H 0.299 1.369 -1.682
H -1.262 1.571 -0.839
H 0.866 1.952 0.820
H 2.007 -0.397 1.260
H -1.197 -0.345 1.716
H -1.014 -0.915 -1.869
H 0.728 -2.265 -0.369

---

Density functional theory data (ωB97M-V/def2-TZVPD) for a structure of composition C39H40ClMnNO5P2S.

Output
HOMO level (alpha / beta): -7.445 / -7.213 eV
<S²>: 0.763
2S+1: 2
Frontier orbital gap (alpha / beta): 7.99 / 7.75 eV

Geometry (Å):
Mn -0.598 1.979 -0.136
C -1.399 -5.107 -2.538
S -1.798 -5.311 -0.789
C -0.247 -4.797 -0.001
C -0.189 -3.347 0.463
C -0.301 -2.358 -0.684
N -0.264 -0.950 -0.283
P -1.482 -0.086 0.582
C -3.029 -0.886 0.070
C -3.609 -1.975 0.717
C -4.745 -2.569 0.198
C -5.315 -2.079 -0.969
C -4.756 -0.985 -1.611
C -3.621 -0.382 -1.089
C -1.295 -0.507 2.338
C -2.355 -0.188 3.188
C -2.236 -0.361 4.558
C -1.052 -0.846 5.095
C 0.010 -1.150 4.257
C -0.109 -0.974 2.887
P 0.363 0.285 -1.261
C -0.023 -0.143 -2.991
C -1.097 0.491 -3.610
C -1.464 0.136 -4.901
C -0.764 -0.846 -5.583
C 0.319 -1.471 -4.980
C 0.688 -1.118 -3.693
C 2.173 0.132 -1.211
C 2.940 0.759 -2.191
C 4.317 0.844 -2.056
C 4.942 0.307 -0.939
C 4.184 -0.317 0.042
C 2.807 -0.399 -0.091
H -2.257 -5.484 -3.091
H -0.526 -5.701 -2.803
H -1.236 -4.067 -2.815
H 0.569 -5.021 -0.692
H -0.118 -5.453 0.860
H 0.761 -3.196 0.986
H -0.983 -3.168 1.189
H -1.221 -2.554 -1.247
H 0.538 -2.522 -1.367
H -3.170 -2.357 1.631
H -5.184 -3.421 0.700
H -6.203 -2.547 -1.372
H -5.210 -0.588 -2.509
H -3.202 0.499 -1.560
H -3.279 0.200 2.774
H -3.067 -0.112 5.204
H -0.958 -0.982 6.164
H 0.940 -1.520 4.673
H 0.728 -1.185 2.238
H -1.635 1.272 -3.087
H -2.298 0.637 -5.375
H -1.054 -1.118 -6.590
H 0.877 -2.228 -5.515
H 1.545 -1.593 -3.230
H 2.456 1.191 -3.060
H 4.901 1.334 -2.824
H 6.015 0.381 -0.831
H 4.664 -0.725 0.921
H 2.208 -0.852 0.690
C 3.680 0.935 5.087
O 4.209 2.007 4.332
C 3.527 2.382 3.224
C 4.083 3.469 2.512
C 3.455 3.907 1.385
C 2.265 3.317 0.882
C 1.651 3.808 -0.331
C 2.286 4.897 -1.167
O 0.582 3.380 -0.805
C 1.707 2.223 1.622
O 0.640 1.589 1.297
C 2.375 1.781 2.793
H 4.353 0.792 5.929
H 3.641 0.016 4.494
H 2.676 1.166 5.454
H 4.985 3.932 2.884
H 3.882 4.751 0.865
H 3.317 5.116 -0.917
H 1.693 5.808 -1.062
H 2.223 4.595 -2.211
H 1.906 0.964 3.320
Cl -5.090 3.184 -1.654
C -4.088 3.758 -0.302
C -2.693 3.169 -0.274
O -1.955 3.455 0.688
O -2.304 2.374 -1.180
H -4.581 3.482 0.628
H -4.024 4.843 -0.345

---

Density functional theory data (ωB97M-V/def2-TZVPD) for a cluster of 2 separate species, C5H7N2 in total.

Output
Energy above the lowest of the compared OMol25 structures with the same formula, charge and spin: 199.57 kcal per mole
HOMO level (alpha / beta): -12.505 / -12.638 eV
2S+1: 1
Frontier orbital gap (alpha / beta): 5.19 / 5.36 eV
Net charge: +1

Geometry (Å):
C 0.967 -1.272 0.142
C -0.355 -1.475 0.404
C 1.185 0.153 0.084
C 2.276 0.823 -0.424
C -2.955 0.967 -0.273
N -0.105 0.668 0.506
N -0.979 -0.330 0.625
H 1.790 -2.032 0.021
H -0.784 -2.505 0.596
H 2.309 1.892 -0.274
H 3.157 0.435 -0.926
H -3.926 0.578 -0.084
H -2.237 0.434 -0.892
H -0.342 1.663 0.497

---

Density functional theory data (ωB97M-V/def2-TZVPD) for the molecule C4H11N3O2.

Output
Energy above the lowest of the compared OMol25 structures with the same formula, charge and spin: 139.61 kcal per mole
HOMO level: -9.348 eV
2S+1: 1
Frontier orbital gap: 9.96 eV
SMILES: CCN(CC)N(O)N=O

Geometry (Å):
C -0.462 2.592 -0.134
C 0.680 1.574 -0.037
C 1.181 -0.740 -0.886
C 2.365 -1.040 0.014
H -1.237 2.284 0.577
H -0.140 3.574 0.132
H -0.922 2.564 -1.138
H 1.066 1.567 0.987
H 1.582 1.888 -0.618
H 1.657 -0.387 -1.804
H 0.619 -1.638 -1.085
H 2.995 -1.783 -0.539
H 2.953 -0.120 0.114
H 2.066 -1.392 0.982
H -0.439 0.013 2.327
N 0.185 0.271 -0.447
N -0.727 -0.198 0.460
N -1.684 -1.094 0.145
O -0.155 -0.656 1.659
O -1.995 -1.062 -1.007

---

Density functional theory data (ωB97M-V/def2-TZVPD) for a cluster of 2 separate species, C10H16O in total.

Output
Energy above the lowest of the compared OMol25 structures with the same formula, charge and spin: 51.73 kcal per mole
HOMO level: -8.436 eV
2S+1: 1
Frontier orbital gap: 9.28 eV
SMILES: Cc1ccc(O)cc1.CCC

Geometry (Å):
C -2.404 -2.034 -0.350
C -2.393 -2.008 -1.860
C -2.665 -0.830 0.555
H -3.021 -2.897 0.006
H -1.504 -2.429 0.172
H -1.389 -2.161 -2.327
H -3.674 -0.476 0.309
H -2.806 -1.071 -2.208
H -2.864 -2.911 -2.254
H -2.317 -0.978 1.577
H -2.020 0.064 0.332
C 2.455 0.353 -2.270
C 0.893 2.047 0.763
C 0.434 0.954 1.484
C 1.728 1.751 -0.359
C 1.767 0.491 -0.943
C 0.464 -0.309 0.935
C 1.209 -0.562 -0.210
O -0.133 1.165 2.717
H 0.798 3.089 1.012
H 2.211 2.632 -0.745
H -0.005 -1.070 1.544
H -0.556 0.344 2.980
H 3.464 -0.013 -2.402
H 2.441 1.350 -2.702
H 1.568 -1.576 -0.352
H 1.853 -0.230 -2.980

---

E values (in Ha) by entry order: -3903.0533, -287.3900, -4633.2902, -303.7009, -473.5803, -465.8154.